Entry 1:
Computed, not measured: a molecular structure, C3H6O3Yb at a distorted geometry, with the ωB97M-V functional and the def2-TZVPD basis.

Last column: Mulliken charge in e.
Element x y z (Å)
O: 2.110 2.546 0.898  -0.84
Yb: 0.424 2.070 -0.230  1.17
C: -2.078 -0.275 -0.058  -0.62
O: -0.680 0.045 -0.111  -0.13
C: 0.190 -1.075 -0.118  0.02
C: 1.490 -0.583 -0.705  -0.17
O: 2.613 -0.727 -0.408  -0.24
H: -2.628 0.640 -0.300  0.24
H: -2.299 -1.058 -0.794  0.31
H: -2.335 -0.612 0.954  0.31
H: -0.208 -1.883 -0.754  0.36
H: 0.371 -1.444 0.905  0.32
H: 3.031 2.355 0.722  0.27

As for the total charge: +1. Its spin multiplicity is 2. The value obtained for the HOMO-LUMO gap (spin up / spin down) is 7.87 / 7.21 eV. For the energy relative to the best compared isomer or geometry (same formula, charge and spin), the calculation gives 0.812 eV. Its LUMO energy (spin up / spin down) is -4.64 / -5.26 eV. For the total energy, the calculation gives -40871.6692 eV. Its HOMO energy (spin up / spin down) is -12.5 / -12.5 eV. The expectation value of S² is 0.754.

=====

Entry 2:
Computed, not measured: a molecular structure, C45H39AuBN8O2 at a distorted geometry, with the ωB97M-V functional and the def2-TZVPD basis.

Last column: Mulliken charge in e.
Element x y z (Å)
Au: -0.100 0.116 -0.049  0.71
C: 1.504 4.934 1.888  -1.43
C: 0.796 4.060 0.899  0.94
C: -0.002 4.416 -0.177  -1.36
C: -0.365 3.232 -0.830  -0.51
N: 0.187 2.235 -0.155  -0.15
N: 0.899 2.723 0.909  0.80
B: 1.701 1.770 1.839  -1.40
N: 2.514 0.820 0.902  0.63
N: 1.855 0.034 0.026  0.50
C: 2.696 -0.709 -0.683  0.28
C: 3.977 -0.386 -0.241  -1.30
C: 3.826 0.579 0.756  0.73
C: 4.874 1.272 1.566  -1.35
C: 2.219 -1.659 -1.718  1.13
C: 3.137 -2.417 -2.433  -0.98
C: 2.713 -3.312 -3.406  -0.86
C: 1.359 -3.463 -3.684  -0.54
C: 0.425 -2.714 -2.982  -1.48
C: 0.861 -1.828 -2.014  1.24
N: 0.762 0.861 2.672  0.62
N: 0.032 -0.120 2.069  -0.09
C: -0.683 -0.777 2.962  -0.36
C: -0.383 -0.225 4.213  -1.31
C: 0.531 0.797 3.993  0.88
C: 1.224 1.683 4.983  -1.48
C: -1.637 -1.852 2.586  0.63
C: -2.720 -2.116 3.412  -1.17
C: -3.679 -3.051 3.041  -1.16
C: -3.559 -3.740 1.843  -0.24
C: -2.457 -3.517 1.031  -0.76
C: -1.499 -2.586 1.410  0.17
C: -1.188 3.044 -2.051  0.93
C: -1.040 1.934 -2.882  0.18
C: -1.844 1.771 -4.002  -0.65
C: -2.789 2.734 -4.316  -0.43
C: -2.921 3.858 -3.515  -0.84
C: -2.122 4.013 -2.389  -0.82
H: 1.256 5.975 1.691  0.40
H: 2.588 4.821 1.812  0.26
H: 1.215 4.700 2.916  0.23
H: -0.262 5.424 -0.471  0.50
H: 2.420 2.398 2.560  -0.01
H: 4.914 -0.796 -0.594  0.52
H: 5.857 0.912 1.267  0.40
H: 4.745 1.079 2.633  0.28
H: 4.842 2.354 1.415  0.27
H: 4.198 -2.312 -2.231  0.39
H: 3.446 -3.895 -3.953  0.40
H: 1.032 -4.162 -4.446  0.44
H: -0.636 -2.815 -3.183  0.51
H: 0.075 -1.257 -1.488  0.01
H: -0.774 -0.534 5.173  0.51
H: 0.860 1.459 5.983  0.40
H: 1.041 2.741 4.779  0.23
H: 2.305 1.522 4.969  0.27
H: -2.833 -1.565 4.342  0.35
H: -4.532 -3.230 3.685  0.49
H: -4.314 -4.461 1.549  1.17
H: -2.338 -4.072 0.107  0.46
H: -0.607 -2.470 0.795  0.71
H: -0.248 1.210 -2.695  0.53
H: -1.719 0.898 -4.635  0.40
H: -3.414 2.614 -5.192  0.46
H: -3.654 4.616 -3.762  0.41
H: -2.237 4.891 -1.760  0.36
O: -2.373 1.644 1.661  -0.63
C: -2.802 0.850 0.850  -0.60
N: -4.083 0.468 0.622  0.33
C: -4.261 -0.531 -0.442  2.23
C: -2.776 -0.727 -0.878  0.02
O: -2.319 -1.473 -1.724  -0.64
N: -2.028 0.087 -0.059  0.20
C: -4.845 -1.845 0.114  0.66
C: -4.682 -3.062 -0.546  -0.31
C: -5.285 -4.215 -0.053  -0.76
C: -6.051 -4.171 1.105  -0.46
C: -6.202 -2.965 1.774  -1.18
C: -5.603 -1.812 1.278  -0.30
C: -5.130 -0.012 -1.611  -0.05
C: -5.192 -0.700 -2.824  0.27
C: -6.054 -0.276 -3.830  -1.10
C: -6.856 0.844 -3.645  -0.59
C: -6.780 1.544 -2.452  -0.92
C: -5.923 1.114 -1.441  -0.34
H: -4.828 0.890 1.143  0.43
H: -4.063 -3.122 -1.434  0.32
H: -5.155 -5.155 -0.584  0.40
H: -6.524 -5.070 1.486  0.39
H: -6.789 -2.915 2.686  0.47
H: -5.744 -0.881 1.819  0.24
H: -4.556 -1.563 -2.992  0.29
H: -6.100 -0.831 -4.762  0.43
H: -7.532 1.170 -4.427  0.43
H: -7.389 2.429 -2.298  0.44
H: -5.893 1.677 -0.512  0.25

As for the total charge: +1. The value obtained for the HOMO-LUMO gap is 5.84 eV. For the energy relative to the best compared isomer or geometry (same formula, charge and spin), the calculation gives 1.490 eV. Its LUMO energy is -4.97 eV. For the total energy, the calculation gives -67678.2385 eV. Its HOMO energy is -10.8 eV.

=====

Entry 3:
Computed, not measured: a molecular structure, C4H3NO3 at a distorted geometry, with the ωB97M-V functional and the def2-TZVPD basis.

Last column: Mulliken charge in e.
Element x y z (Å)
C: -0.472 0.329 -0.258  0.43
C: 0.479 -0.296 0.662  0.35
C: -1.290 -0.984 0.001  0.22
C: 1.821 -0.463 0.127  -0.04
H: -0.603 2.910 -0.965  0.31
H: 0.064 0.663 -1.231  0.32
H: 0.515 0.327 1.635  0.21
N: 2.737 -0.799 -0.529  -0.45
O: -0.945 1.466 0.331  -0.60
O: -0.092 -1.603 0.655  -0.35
O: -2.214 -1.551 -0.427  -0.40

As for the total charge: 0. The value obtained for the HOMO-LUMO gap is 7.18 eV. For the energy relative to the best compared isomer or geometry (same formula, charge and spin), the calculation gives 8.070 eV. Its LUMO energy is -3.74 eV. For the total energy, the calculation gives -11821.4632 eV. Its HOMO energy is -10.9 eV.